(1)
{"formula": "C39H34Br4N6O5PW", "method": "ωB97M-V with the def2-TZVPD basis set", "homo_energy_ev": [-9.63, -9.88], "spin_multiplicity": 3, "largest_force_ev_per_a": 0.5, "charge": 1, "total_energy_ev": -351449.230, "relative_energy_kj_mol": 0.0, "elements": ["C", "H", "C", "H", "H", "C", "C", "H", "O", "P", "H", "Br", "H", "C", "H", "C", "C", "H", "C", "C", "H", "H", "C", "C", "W", "H", "C", "H", "O", "C", "H", "C", "H", "C", "Br", "H", "C", "H", "C", "C", "C", "H", "H", "H", "C", "C", "H", "C", "H", "C", "H", "H", "H", "C", "C", "N", "H", "H", "C", "H", "H", "C", "C", "H", "N", "O", "H", "H", "C", "Br", "C", "O", "H", "C", "N", "C", "O", "N", "C", "C", "C", "C", "H", "H", "N", "Br", "N", "C", "C", "C"], "coordinates": [[0.142, 3.716, -0.304], [4.403, -3.343, -0.264], [0.570, 2.636, -3.918], [-0.094, -1.038, 2.576], [4.196, 0.486, 3.153], [-1.300, 0.699, 2.195], [-1.624, 4.866, -1.458], [2.231, -3.284, 2.408], [2.225, 0.853, -1.278], [-0.145, 1.236, 0.896], [-0.635, -3.482, 1.798], [4.343, 4.166, -4.770], [5.188, -1.351, 1.019], [-4.888, -1.748, -1.465], [-4.033, 1.574, 3.988], [-1.552, -0.645, -0.780], [-2.718, -0.954, -0.606], [5.782, -1.317, -0.635], [3.161, 2.388, -2.900], [-6.204, -2.117, -1.240], [-7.765, -2.354, 0.213], [-1.342, -2.159, 1.056], [-0.976, -0.480, 2.869], [1.306, 2.944, 2.547], [0.526, -0.262, -0.961], [-4.473, -1.771, -2.465], [-0.691, -3.564, -1.346], [2.954, -3.068, -2.274], [-0.110, 1.138, -2.157], [2.368, 3.314, 3.354], [3.969, -3.186, 2.009], [2.118, 1.698, -2.308], [3.237, -1.305, -2.206], [-4.089, -1.321, -0.402], [1.274, 4.460, -5.978], [-1.959, 5.690, -2.075], [-2.095, 2.817, -0.293], [-3.555, 3.935, -1.384], [-0.765, 2.746, 0.121], [2.647, -2.441, 0.424], [3.422, 2.435, 3.551], [-2.641, 2.379, 2.134], [-6.364, -1.590, 2.102], [-4.018, -0.912, 1.706], [2.996, -2.719, 1.874], [-2.522, 3.884, -1.065], [-3.474, -0.535, 5.148], [-2.866, -0.193, 4.321], [1.958, -3.183, 0.031], [-1.754, -0.927, 3.923], [2.370, 4.286, 3.829], [-1.489, -1.835, 4.449], [1.192, 3.637, -0.055], [3.637, -2.283, -1.941], [-4.632, -1.266, 0.885], [0.520, -2.321, -2.894], [0.420, 5.521, -1.420], [0.482, 3.630, 2.403], [-0.291, 4.776, -1.087], [4.434, -0.284, -0.192], [-0.923, -4.291, -3.222], [4.880, -1.268, -0.025], [2.328, 0.803, 2.146], [4.261, 2.717, 4.171], [-1.099, -3.750, -0.087], [3.050, -1.398, 2.450], [-1.909, -5.048, -2.001], [-1.943, -4.291, 0.038], [2.914, 3.219, -3.996], [4.873, 2.159, -2.150], [2.383, -0.584, 1.633], [0.937, -1.166, -3.028], [-2.788, 2.021, -0.053], [0.824, 1.837, -2.820], [0.200, -2.572, -1.591], [-6.736, -2.067, 0.042], [0.452, -3.106, -3.803], [-1.220, -4.364, -2.263], [-3.179, 0.990, 3.671], [-5.949, -1.639, 1.103], [1.622, 3.342, -4.506], [1.289, 1.709, 1.906], [-6.821, -2.437, -2.069], [4.566, -2.409, -2.498], [-0.678, -2.924, 0.954], [-1.199, 2.720, -4.544], [1.944, -1.122, 0.542], [3.918, -2.377, -0.448], [3.390, 1.180, 2.971], [-2.396, 1.442, 2.614]], "forces_ev_per_angstrom": [[-0.05, 0.01, 0.01], [-0.02, -0.01, 0.01], [-0.05, 0.08, 0.08], [0.00, -0.02, 0.01], [0.00, 0.00, 0.00], [0.02, -0.05, 0.01], [-0.01, 0.01, 0.00], [0.00, 0.00, 0.01], [-0.33, -0.11, 0.10], [0.12, 0.12, 0.10], [0.02, 0.00, 0.02], [0.00, 0.00, -0.01], [0.00, 0.01, -0.01], [0.00, 0.01, -0.02], [0.01, 0.00, 0.00], [0.01, -0.03, 0.10], [0.01, 0.13, -0.15], [0.00, 0.00, 0.00], [0.05, 0.01, 0.23], [-0.02, -0.01, -0.01], [0.00, 0.00, 0.00], [-0.01, 0.03, 0.02], [-0.02, 0.03, 0.00], [0.02, -0.02, -0.04], [0.19, -0.42, 0.03], [0.00, 0.00, 0.01], [-0.04, 0.11, 0.03], [0.00, 0.00, 0.00], [-0.13, 0.27, -0.34], [0.01, -0.01, 0.00], [-0.01, -0.01, 0.01], [-0.08, 0.01, -0.32], [-0.01, 0.01, 0.00], [0.00, -0.02, 0.12], [0.00, -0.01, -0.01], [0.01, -0.01, 0.00], [-0.01, -0.03, -0.01], [0.00, 0.00, 0.00], [0.05, -0.03, -0.04], [-0.01, 0.00, -0.01], [0.00, 0.02, 0.01], [0.00, 0.00, 0.01], [0.00, 0.00, 0.00], [0.00, -0.03, -0.02], [-0.02, 0.00, 0.05], [-0.01, 0.01, 0.00], [0.00, 0.00, -0.01], [-0.01, 0.00, 0.01], [-0.03, -0.01, -0.03], [-0.01, 0.01, 0.01], [0.00, -0.01, 0.00], [0.00, 0.00, 0.00], [0.03, 0.00, 0.04], [0.00, 0.00, 0.00], [-0.01, 0.00, 0.02], [0.06, -0.07, 0.24], [0.00, 0.00, 0.00], [-0.01, 0.01, -0.02], [0.02, 0.00, 0.01], [-0.01, 0.00, 0.00], [0.03, -0.03, -0.06], [0.01, -0.01, 0.00], [-0.05, 0.05, -0.02], [0.00, 0.00, 0.00], [0.09, -0.06, 0.05], [0.06, -0.02, 0.04], [0.01, -0.01, -0.02], [-0.03, 0.01, -0.01], [0.04, 0.03, 0.01], [0.00, -0.01, 0.00], [-0.02, 0.01, -0.01], [0.17, 0.27, 0.20], [0.00, 0.01, 0.00], [0.10, -0.07, -0.01], [-0.02, -0.01, -0.03], [0.00, 0.00, 0.00], [-0.09, -0.26, -0.13], [-0.01, 0.07, -0.06], [0.00, 0.00, 0.01], [0.00, 0.00, -0.02], [-0.02, 0.02, -0.02], [-0.02, -0.01, 0.04], [0.00, 0.00, 0.01], [-0.01, 0.00, 0.00], [0.02, -0.04, -0.05], [0.00, -0.01, 0.01], [0.01, 0.04, -0.17], [-0.01, 0.02, -0.01], [0.00, 0.00, -0.01], [0.00, 0.03, 0.01]]}

***

(2)
{"formula": "C39H35As2IrN9O2S", "method": "ωB97M-V with the def2-TZVPD basis set", "homo_energy_ev": -16.21, "largest_force_ev_per_a": 1.7, "charge": 3, "total_energy_ev": -193844.691, "relative_energy_kj_mol": 0.0, "elements": ["C", "As", "C", "C", "H", "C", "C", "C", "H", "H", "H", "C", "H", "N", "C", "O", "C", "H", "C", "N", "H", "N", "C", "H", "H", "C", "H", "N", "C", "N", "H", "H", "H", "H", "C", "C", "H", "As", "C", "H", "C", "C", "C", "C", "C", "C", "H", "H", "H", "H", "C", "H", "H", "N", "C", "O", "Ir", "C", "C", "H", "H", "C", "H", "C", "N", "S", "H", "H", "H", "C", "H", "H", "C", "C", "H", "N", "C", "C", "C", "C", "C", "H", "N", "C", "C", "H", "H", "C", "H"], "coordinates": [[-4.179, 0.168, -3.065], [0.787, 2.027, 0.708], [-3.548, 1.268, -2.497], [-3.765, -3.567, 0.209], [-5.398, -1.381, 0.584], [-3.883, 0.090, 1.000], [1.413, -2.690, -2.699], [1.199, -3.465, 0.750], [2.111, 3.248, -1.076], [4.327, -0.857, 3.821], [-2.341, 2.762, 0.236], [0.932, -4.822, 0.590], [2.240, -3.677, -5.829], [0.587, -0.518, 2.925], [2.923, -0.654, 2.374], [3.073, -0.851, -1.030], [3.230, 2.533, 2.217], [1.762, 1.470, -2.932], [1.034, -0.919, -4.286], [4.152, -0.776, 2.832], [2.172, -4.524, -3.511], [3.511, -0.683, 0.079], [-1.040, -2.933, 0.513], [5.017, 2.895, 3.346], [-4.079, 2.205, -2.394], [-2.052, -1.893, 0.587], [-3.971, -1.871, -3.697], [0.245, -2.540, 0.701], [1.011, -1.393, -2.975], [-3.283, -5.783, -0.090], [1.350, 3.131, 5.546], [4.927, -0.778, 2.183], [0.692, 0.082, -4.525], [0.283, 2.245, -2.367], [1.842, 2.464, 2.257], [-0.273, 6.001, 0.584], [1.434, 4.759, 0.872], [0.305, -0.161, -1.678], [-2.513, 0.320, 1.069], [2.210, -3.114, 0.903], [1.163, 2.680, 3.457], [-1.644, 6.055, 0.371], [-1.379, -4.272, 0.325], [1.878, 2.200, -0.896], [-0.361, -5.232, 0.357], [-1.736, 3.648, 0.355], [2.814, 1.674, -0.732], [0.301, 6.913, 0.677], [-0.608, -6.277, 0.216], [0.056, -1.308, 3.291], [-2.371, 4.880, 0.259], [-1.731, 2.040, -1.677], [-1.620, -2.050, -2.997], [1.933, -0.652, 3.296], [-2.159, -1.124, -2.834], [4.674, -0.803, 0.393], [0.437, -0.441, 0.750], [1.110, 1.599, -2.069], [1.480, -1.741, -5.309], [3.771, 2.403, 1.286], [-2.122, 1.294, 1.317], [-3.408, -2.191, 0.480], [1.502, -1.370, -6.324], [1.876, 2.940, 4.620], [-1.613, -0.630, 0.841], [-4.876, -5.608, -0.197], [0.076, 2.710, 3.481], [1.394, -3.070, -1.690], [-2.143, 7.011, 0.294], [1.853, -3.512, -3.727], [-3.439, 4.919, 0.094], [1.747, -5.530, 0.638], [1.892, -3.037, -5.029], [-3.486, -1.023, -3.232], [-4.566, 0.905, 1.192], [2.529, -0.557, 1.082], [3.265, 3.000, 4.581], [0.366, 4.776, 0.684], [-2.780, -4.579, 0.136], [-1.527, -0.024, -2.259], [-2.226, 1.169, -2.089], [2.153, -0.636, 4.282], [-4.996, -4.023, 0.036], [-0.363, 3.590, 0.565], [3.938, 2.809, 3.382], [0.226, 0.346, 3.334], [3.820, 3.228, 5.481], [-4.340, -1.165, 0.670], [-5.205, 0.246, -3.397]], "forces_ev_per_angstrom": [[0.00, 0.03, 0.02], [0.10, -0.08, -0.19], [-0.03, -0.03, -0.03], [-0.01, 0.02, -0.01], [0.00, -0.01, 0.00], [0.02, 0.00, 0.00], [-0.03, -0.02, 0.04], [0.06, 0.03, 0.01], [-0.06, 0.04, 0.05], [-0.01, 0.00, 0.01], [0.05, 0.06, -0.03], [0.02, 0.00, -0.01], [0.00, 0.00, 0.00], [0.00, 0.06, -0.10], [0.07, 0.14, 0.06], [-0.05, 0.73, -0.18], [-0.01, -0.02, 0.00], [0.00, -0.03, 0.00], [-0.03, 0.02, 0.01], [-0.05, -0.02, 0.13], [0.00, 0.00, 0.01], [-0.23, -1.71, 0.16], [-0.02, 0.02, -0.03], [0.00, 0.00, 0.00], [0.00, 0.01, 0.00], [0.02, 0.01, 0.04], [0.00, 0.00, -0.01], [-0.12, 0.01, -0.03], [-0.01, 0.06, -0.09], [0.00, 0.00, 0.00], [0.00, 0.00, 0.00], [-0.02, 0.01, 0.04], [0.00, 0.00, -0.01], [0.05, 0.03, -0.03], [0.02, -0.01, -0.03], [0.00, 0.00, -0.01], [0.00, 0.00, -0.01], [0.10, -0.03, -0.11], [0.05, 0.05, 0.08], [0.00, -0.01, -0.02], [-0.02, 0.01, 0.02], [-0.01, -0.01, 0.00], [0.03, -0.03, -0.01], [-0.04, -0.14, 0.00], [-0.02, 0.01, 0.02], [-0.07, -0.04, -0.04], [0.09, -0.03, -0.02], [0.00, 0.00, -0.01], [0.00, 0.00, -0.01], [0.04, 0.00, 0.05], [0.02, 0.03, 0.00], [-0.05, -0.02, -0.03], [0.03, -0.01, -0.02], [-0.03, -0.17, -0.02], [-0.01, -0.01, 0.06], [0.22, 0.62, -0.22], [-0.04, 0.37, 0.36], [-0.07, -0.06, 0.02], [0.00, -0.01, 0.00], [-0.01, 0.00, 0.00], [-0.02, -0.06, 0.02], [-0.01, 0.02, 0.01], [0.00, 0.00, 0.00], [0.01, 0.00, 0.00], [0.03, -0.26, -0.27], [0.00, 0.00, -0.02], [0.00, 0.01, -0.01], [0.02, -0.02, 0.09], [0.00, 0.00, 0.01], [-0.01, 0.00, -0.02], [0.00, 0.00, 0.00], [0.00, 0.00, 0.01], [-0.01, 0.01, 0.00], [0.01, -0.03, 0.01], [0.00, 0.00, 0.01], [-0.05, 0.31, 0.06], [0.00, 0.00, 0.00], [-0.02, 0.02, 0.04], [0.00, -0.01, 0.00], [-0.08, 0.12, 0.07], [0.08, 0.00, -0.09], [0.02, 0.06, -0.01], [-0.01, 0.00, 0.01], [0.04, -0.05, 0.16], [0.01, 0.00, 0.01], [0.02, -0.01, 0.02], [0.00, 0.00, 0.00], [0.02, -0.02, 0.01], [0.00, 0.00, -0.01]]}